Arrangement P

DFT (the ωB97M-V functional and the def2-TZVPD basis) results for a single C2H3FS2 molecule.

XYZ file:
```
8
C2H3FS2 | the OMol25 dataset | the ωB97M-V functional and the def2-TZVPD basis
F -2.02331 -0.55724 -0.06315
C -0.83053 -1.36262 0.07368
C 0.29300 -0.14642 -0.03111
S 1.82704 -0.42652 -0.02838
S -0.41015 1.41507 -0.02747
H -0.95865 -2.12934 -0.63725
H -0.94820 -1.71435 1.19027
H 0.67158 2.09636 0.65364
```

Kohn-Sham gap (eV): 8.428
LUMO level (eV): -0.462

Arrangement Q

DFT (the ωB97M-V functional and the def2-TZVPD basis) results for 2 unconnected molecules or ions with the total composition C2H3FS2.

XYZ file:
```
8
C2H3FS2 | the OMol25 dataset | the ωB97M-V functional and the def2-TZVPD basis
C 1.92597 0.38982 -0.15395
C 2.76627 0.80804 -0.88419
F 1.18919 -0.42721 0.43955
S -2.32425 -0.14444 -0.53536
S -1.58573 1.41023 0.38854
H -3.67401 -0.55537 0.01139
H 3.31328 1.64415 -1.22566
H -3.12007 0.37952 -1.65031
```

Kohn-Sham gap (eV): 8.633
LUMO level (eV): -0.086

Which of them is least stable? Easy: arrangement Q.

Arrangement P

DFT (the ωB97M-V functional and the def2-TZVPD basis) results for 2 unconnected molecules or ions with the total composition C4H10OS2.

XYZ file:
```
17
C4H10OS2 | the OMol25 dataset | the ωB97M-V functional and the def2-TZVPD basis
C -2.77972 -0.85133 0.52142
C -2.00375 0.13752 0.11869
O -1.44542 0.17461 -1.12319
H -3.23117 -0.80004 1.49788
H -2.99636 -1.70132 -0.10561
H -1.80188 0.99341 0.75978
H -0.67063 0.76189 -1.11360
C 1.80998 -1.26221 -0.58890
C 1.64458 -0.03967 0.29888
S 1.64533 1.44316 -0.75956
S 1.22997 2.94277 0.59668
H 2.70585 -1.18823 -1.20372
H 0.95137 -1.37233 -1.25174
H 1.88220 -2.16055 0.02321
H 2.45633 0.05076 1.01223
H 0.70697 -0.07654 0.84535
H -0.10367 2.94809 0.47218
```

Kohn-Sham gap (eV): 9.452
LUMO level (eV): 0.363

Arrangement Q

DFT (the ωB97M-V functional and the def2-TZVPD basis) results for a single C4H10OS2 molecule.

XYZ file:
```
17
C4H10OS2 | the OMol25 dataset | the ωB97M-V functional and the def2-TZVPD basis
C 2.43162 -1.18492 1.99155
S 2.85078 0.10287 0.87101
S 1.15271 0.82887 0.14990
C 0.21246 -0.61389 -0.69828
C -1.11281 -0.03379 -1.24363
C -1.67718 1.25363 -0.66306
O -2.66985 1.75414 -1.52852
H 2.31414 -2.21948 1.65456
H 1.59926 -0.91328 2.64022
H 3.33322 -1.32510 2.60406
H -0.00721 -0.99660 0.29597
H 0.83179 -1.28140 -1.28744
H -0.95912 0.17144 -2.31214
H -1.82954 -0.83965 -1.14812
H -0.97573 2.07006 -0.49971
H -2.07188 0.98415 0.32759
H -3.42267 2.24297 -1.15396
```

Kohn-Sham gap (eV): 9.093
LUMO level (eV): 0.833

Which of them is least stable? Easy: arrangement Q.

Arrangement P

DFT (the ωB97M-V functional and the def2-TZVPD basis) results for a single CH3ClFNS molecule.

XYZ file:
```
8
CH3ClFNS | the OMol25 dataset | the ωB97M-V functional and the def2-TZVPD basis
C 0.96585 1.31671 -0.15156
N 0.08160 -1.09285 0.32897
F 0.20393 2.09454 0.66017
S 1.29287 -0.16240 0.71940
Cl 2.96497 -0.83049 -0.44491
H 0.37036 1.05471 -1.17757
H 1.96441 1.72280 -0.32400
H 0.22939 -1.84531 1.05462
```

Kohn-Sham gap (eV): 9.570
LUMO level (eV): -0.215

Arrangement Q

DFT (the ωB97M-V functional and the def2-TZVPD basis) results for a single CH3ClFNS molecule.

XYZ file:
```
8
CH3ClFNS | the OMol25 dataset | the ωB97M-V functional and the def2-TZVPD basis
C -0.89727 -0.20380 0.39525
N 1.01212 -0.61614 -1.09172
F -1.57049 0.59181 1.34803
S 0.88390 0.16450 0.38083
Cl 0.88899 2.34377 0.19380
H -0.88956 -1.26073 0.63405
H -1.39757 0.07023 -0.61393
H 1.96989 -1.08962 -1.24631
```

Kohn-Sham gap (eV): 9.225
LUMO level (eV): -0.650

Which of them is least stable? Easy: arrangement Q.

Arrangement P

DFT (the ωB97M-V functional and the def2-TZVPD basis) results for a molecular structure, C26H72N2O18.

XYZ file:
```
118
C26H72N2O18 | the OMol25 dataset | the ωB97M-V functional and the def2-TZVPD basis
C 19.95219 -18.83914 3.46736
C 19.26040 -18.30515 2.19610
O 20.14986 -17.73708 1.26434
O 21.18231 -19.43636 3.08589
H 19.40299 -19.60518 4.01476
H 20.15816 -17.98484 4.11223
H 18.47310 -17.59316 2.44372
H 18.78541 -19.15187 1.70059
H 20.31217 -18.34817 0.54196
H 21.39720 -18.98541 2.26609
C 17.49060 -19.14563 4.58096
C 16.02671 -19.70019 4.77856
O 15.06975 -18.65585 5.24524
O 17.58460 -18.58149 3.32430
H 18.19717 -19.97212 4.50490
H 17.76057 -18.60734 5.48951
H 16.12621 -20.51613 5.49441
H 15.51738 -20.13786 3.92000
H 15.36194 -17.87769 4.76493
H 17.39918 -19.24167 2.65245
C 17.98525 -21.10779 1.81002
C 17.09748 -22.16841 2.35022
O 15.79136 -22.35193 1.68329
O 17.32623 -19.81183 1.91007
H 18.05740 -21.41662 0.76717
H 19.02815 -21.13433 2.12584
H 16.90415 -22.00259 3.41004
H 17.60607 -23.12272 2.21333
H 15.90149 -22.34268 0.72967
H 16.48638 -20.01728 1.49288
C 18.88409 -22.36106 7.75837
C 18.24908 -20.99351 7.21952
O 16.91719 -21.24836 6.83174
O 19.02061 -23.35771 6.74668
H 18.22574 -22.80270 8.50645
H 19.86077 -22.19180 8.21174
H 18.76474 -20.30373 6.55139
H 18.26824 -20.50472 8.19359
H 16.90586 -21.58274 5.93193
H 19.29734 -24.20132 7.11181
C 21.12456 -18.62727 7.61884
C 20.34401 -18.07979 6.38278
O 18.89984 -18.24449 6.27948
O 20.91860 -20.04689 7.81450
H 20.95869 -18.05541 8.53184
H 22.20430 -18.52914 7.50648
H 20.79737 -18.34668 5.42814
H 20.59358 -17.02275 6.47495
H 18.57202 -18.42228 7.16408
H 21.68206 -20.45328 8.23111
C 17.67114 -15.55531 4.90305
C 16.22003 -15.93540 4.49838
O 16.05920 -17.33660 4.20317
O 18.56589 -15.58337 3.76438
H 18.09050 -16.20258 5.67329
H 17.71888 -14.54870 5.31845
H 16.00987 -15.39184 3.57725
H 15.66556 -15.40460 5.27228
H 16.80459 -17.66988 3.69829
H 19.44896 -15.84427 4.03590
C 13.86147 -20.93777 5.56233
C 13.38974 -21.28384 6.91859
O 13.52551 -22.63599 7.26487
O 13.46657 -19.71542 5.11874
H 13.42492 -21.63089 4.84323
H 14.93488 -21.11846 5.61925
H 12.33844 -20.99702 6.89436
H 13.75423 -20.75801 7.80107
H 14.37966 -23.00421 7.02729
H 14.23031 -19.20128 4.84677
C 15.31946 -19.39383 7.01725
O 15.61458 -18.44705 8.05351
C 14.59767 -18.33046 9.05180
C 15.29217 -18.62320 10.38196
N 14.40746 -18.80517 11.55647
C 13.53379 -17.64558 11.87349
C 13.22496 -17.54475 13.36342
O 14.35713 -17.17619 13.97163
C 14.23221 -17.18035 15.39885
H 15.95909 -19.32784 6.13713
H 14.39354 -19.31537 6.44749
H 15.17633 -20.42444 7.34197
H 13.76450 -19.01355 8.88652
H 14.22302 -17.30792 9.09811
H 16.14932 -17.96135 10.50591
H 15.74926 -19.60352 10.24730
H 15.03243 -18.87005 12.34723
H 12.64413 -17.63398 11.24384
H 14.09382 -16.72144 11.73058
H 12.86946 -18.56141 13.53114
H 12.44345 -16.83692 13.63968
H 13.95363 -16.16478 15.68010
H 15.20560 -17.31594 15.87027
H 13.66918 -17.99661 15.85141
C 13.06687 -21.69125 -1.77374
O 14.21559 -21.67223 -1.00115
C 15.36433 -21.00806 -1.60894
C 16.45671 -20.60894 -0.60500
N 15.86607 -20.18424 0.60650
C 15.28169 -18.78544 0.56073
C 14.57780 -18.34918 1.83315
O 13.36695 -18.98789 2.24293
C 12.98698 -18.71662 3.60064
H 12.68625 -20.69213 -1.98588
H 12.30224 -22.22002 -1.20467
H 13.31801 -22.17209 -2.71917
H 15.02188 -20.14544 -2.18052
H 15.86411 -21.70594 -2.28070
H 17.09926 -19.83010 -1.01565
H 17.11210 -21.37433 -0.18936
H 15.01654 -20.66147 0.87231
H 14.44707 -18.82070 -0.13946
H 16.03269 -18.03291 0.32032
H 14.30947 -17.34602 1.50184
H 15.30571 -18.12125 2.61180
H 12.81258 -17.65012 3.74295
H 13.71573 -19.21380 4.24083
H 12.01770 -19.20686 3.69157
```

Kohn-Sham gap (eV): 6.149
LUMO level (eV): 0.246

Arrangement Q

DFT (the ωB97M-V functional and the def2-TZVPD basis) results for 9 unconnected molecules or ions with the total composition C26H72N2O18.

XYZ file:
```
118
C26H72N2O18 | the OMol25 dataset | the ωB97M-V functional and the def2-TZVPD basis
C -12.39979 -8.68789 -10.31723
O -11.04122 -8.84613 -10.60087
C -10.66053 -9.56661 -11.80185
C -9.19725 -9.66011 -12.02420
N -8.54394 -8.32882 -11.90856
C -8.83876 -7.56201 -13.15227
C -8.42203 -6.08449 -13.12943
O -8.95555 -5.34943 -12.01233
C -8.68119 -3.99272 -11.92311
H -12.48492 -8.41112 -9.26640
H -12.95463 -9.61445 -10.46464
H -12.98680 -7.98108 -10.90370
H -11.11745 -9.12947 -12.68967
H -11.07687 -10.57291 -11.75583
H -8.99208 -10.23743 -12.92570
H -8.91447 -10.17644 -11.10684
H -9.14918 -7.88242 -11.23439
H -9.91910 -7.61337 -13.28767
H -8.37360 -8.05243 -14.00738
H -8.62970 -5.64475 -14.10493
H -7.35500 -5.90798 -12.99382
H -8.56656 -3.29322 -12.75116
H -7.67143 -3.98019 -11.51284
H -9.42242 -3.48958 -11.30219
C -17.61523 -15.85117 -10.88850
O -17.32396 -16.82880 -11.83452
C -16.08109 -16.75333 -12.46868
C -15.67895 -15.38538 -13.06433
N -15.40961 -14.36361 -12.15512
C -14.23514 -14.51599 -11.41460
C -13.57215 -13.23263 -10.98583
O -14.27619 -11.97883 -10.95512
C -15.49400 -11.90425 -10.20452
H -18.50568 -16.17463 -10.34943
H -17.77547 -14.85291 -11.29580
H -17.05548 -15.73579 -9.96035
H -16.18635 -17.49759 -13.25804
H -15.35064 -17.17127 -11.77596
H -16.47726 -15.01102 -13.70514
H -14.78934 -15.43262 -13.69240
H -15.31603 -13.43048 -12.53010
H -13.49165 -15.17521 -11.86266
H -14.30213 -14.99201 -10.43633
H -12.80921 -12.94636 -11.70976
H -12.78019 -13.27997 -10.23840
H -16.22860 -12.49690 -10.74971
H -15.76548 -10.85432 -10.31425
H -15.33487 -12.24618 -9.18184
O -18.57664 -15.50146 -17.37235
C -18.05374 -16.18323 -16.23082
C -16.68816 -16.84075 -16.64968
O -16.89451 -17.80150 -17.70670
H -19.39356 -15.04538 -17.15732
H -17.94172 -15.36756 -15.51652
H -18.79908 -16.79695 -15.72494
H -16.27911 -17.28343 -15.74148
H -15.88065 -16.11887 -16.77185
H -16.67353 -17.28735 -18.48670
O -18.11173 -18.98972 -10.67781
C -18.11542 -18.74699 -9.26931
C -18.75690 -19.96182 -8.61807
O -17.80733 -20.91881 -8.19882
H -18.05301 -18.11283 -11.06409
H -17.02944 -18.66944 -9.21708
H -18.51850 -17.84642 -8.80607
H -19.38936 -20.51817 -9.30986
H -19.44370 -19.66517 -7.82536
H -17.42233 -21.21729 -9.02604
O -16.16848 -8.06903 -10.37155
C -15.61869 -6.85064 -9.90476
C -16.68808 -5.80363 -10.13216
O -17.05832 -5.62503 -11.43635
H -16.13633 -7.98785 -11.32757
H -15.51624 -6.89551 -8.82052
H -14.65063 -6.62407 -10.35155
H -16.44244 -4.81752 -9.73801
H -17.57876 -6.11439 -9.58608
H -17.94975 -5.30773 -11.27428
O -14.86356 -12.35842 -15.46732
C -15.84209 -13.21291 -15.96322
C -15.81552 -12.86541 -17.51062
O -14.52956 -13.11872 -18.04664
H -14.33289 -12.53933 -16.24659
H -15.47205 -14.23459 -15.87756
H -16.77524 -12.90227 -15.49328
H -16.07704 -11.85407 -17.82192
H -16.45617 -13.46676 -18.15562
H -14.70047 -13.33070 -18.96721
O -18.56373 -15.64414 -6.23736
C -18.04133 -14.33507 -6.02266
C -16.88907 -14.20923 -7.03797
O -15.87902 -15.17591 -7.00938
H -17.79156 -16.21050 -6.30518
H -18.83660 -13.60956 -5.85153
H -17.62852 -14.29201 -5.01477
H -16.43464 -13.23650 -6.84984
H -17.21298 -14.39292 -8.06240
H -15.15024 -14.88932 -6.45410
O -14.76054 -17.94058 -9.46655
C -14.77333 -18.38269 -8.11591
C -13.63610 -17.86005 -7.15702
O -12.32261 -18.20290 -7.54579
H -15.47163 -18.20994 -10.05254
H -15.66852 -17.83015 -7.83054
H -14.77368 -19.46864 -8.02209
H -13.90067 -18.19574 -6.15432
H -13.65186 -16.77027 -7.14224
H -12.30636 -18.29480 -8.50124
O -16.03789 -9.14501 -6.11691
C -16.42731 -9.74708 -7.28366
C -17.88871 -9.27792 -7.39073
O -18.73283 -10.12287 -6.43548
H -15.09733 -8.97862 -6.21311
H -15.87298 -9.53844 -8.19869
H -16.44744 -10.83211 -7.18163
H -18.31122 -9.41069 -8.38670
H -18.19425 -8.23346 -7.32870
H -18.51231 -9.65638 -5.62594
```

Kohn-Sham gap (eV): 9.076
LUMO level (eV): 0.247

Which of them is least stable? Easy: arrangement P.